# 1
{
  "formula": "C6H32O11",
  "method": "ωB97M-V/def2-TZVPD",
  "mol_weight_g_mol": 280.31,
  "smiles": "C=C/C(C)=C/C.O.O.O.O.O.O.O.O.O.O.O",
  "gap_ev": 9.4,
  "spin_multiplicity": 1,
  "energy_ev": -29259.8046,
  "homo_energy_ha": -0.3436,
  "elements": ["O", "O", "O", "O", "O", "O", "O", "O", "O", "O", "O", "C", "C", "C", "C", "C", "C", "H", "H", "H", "H", "H", "H", "H", "H", "H", "H", "H", "H", "H", "H", "H", "H", "H", "H", "H", "H", "H", "H", "H", "H", "H", "H", "H", "H", "H", "H", "H", "H"],
  "xyz": [[-3.13706, -1.90871, -1.03349], [-3.65864, 0.77590, -1.03541], [-0.10854, -1.31220, -0.11841], [-0.61020, 0.09008, 3.12686], [-1.71855, -2.85239, 2.45309], [0.30059, -2.19527, -2.72679], [-0.25418, -4.15058, -0.04759], [2.33783, -2.72369, -1.11218], [0.36301, 2.18237, -3.72406], [1.66785, -1.24993, 2.28598], [-2.50496, 2.90497, 2.67042], [-0.05818, 2.27868, -0.24033], [1.33480, 1.95651, 0.12794], [-1.26538, 1.70971, -0.36235], [1.72204, 2.70238, 1.45936], [2.14350, 1.34685, -0.73850], [3.65897, 1.29206, -0.69894], [-2.92964, -2.64162, -1.70773], [-0.20375, -1.74330, -3.46697], [-1.01485, -0.87793, -0.22474], [0.03647, 3.32446, -0.61611], [-3.93386, 1.43676, -1.69779], [4.27492, 1.94458, -1.47902], [2.18282, 2.20167, 2.25126], [0.02729, -1.74829, -1.91700], [0.85076, 2.34937, -2.89375], [0.16879, -4.41960, -0.88645], [0.04898, -3.31764, -0.27781], [-1.76020, 0.98769, 0.19805], [1.70076, -1.92245, 1.60860], [-3.33960, 2.34618, 2.39553], [-2.03010, 2.13880, -1.01803], [-0.06679, 1.35365, -3.60652], [-4.32636, 0.13740, -1.06451], [3.92411, 1.76043, 0.26367], [0.82930, -1.65817, 2.70279], [-1.09152, -2.86530, 1.68946], [4.06531, 0.26829, -0.63781], [2.34257, 3.45166, 0.93079], [0.96907, 3.14164, 2.03924], [-1.52105, -2.05274, 2.97159], [3.03078, -3.29091, -1.14557], [-1.51452, 0.03124, 3.43960], [0.65074, -0.64193, 0.10500], [1.80775, -2.79137, -1.84234], [-1.89325, 2.74982, 1.89063], [-2.71463, -2.33306, -0.18996], [1.55355, 0.84683, -1.60432], [-0.33677, 0.98710, 3.50458]],
  "nbo_charge": [-0.97, -0.95, -1.04, -0.96, -0.96, -1.00, -0.95, -0.96, -0.94, -0.94, -0.96, -0.12, -0.04, -0.45, -0.67, -0.23, -0.66, 0.48, 0.49, 0.51, 0.19, 0.47, 0.23, 0.24, 0.50, 0.48, 0.47, 0.48, 0.20, 0.47, 0.47, 0.21, 0.46, 0.48, 0.22, 0.47, 0.49, 0.24, 0.23, 0.22, 0.47, 0.47, 0.47, 0.54, 0.48, 0.48, 0.49, 0.20, 0.49]
}

***

# 2
{
  "formula": "C6H33N2O9",
  "method": "ωB97M-V/def2-TZVPD",
  "mol_weight_g_mol": 277.33,
  "gap_ev": 8.5,
  "spin_multiplicity": 1,
  "charge": 1,
  "energy_ev": -28157.0065,
  "homo_energy_ha": -0.3997,
  "elements": ["O", "O", "O", "O", "O", "O", "O", "O", "O", "N", "N", "C", "C", "C", "C", "C", "C", "H", "H", "H", "H", "H", "H", "H", "H", "H", "H", "H", "H", "H", "H", "H", "H", "H", "H", "H", "H", "H", "H", "H", "H", "H", "H", "H", "H", "H", "H", "H", "H", "H"],
  "xyz": [[-1.84958, 1.25117, 3.17101], [-2.45462, -1.80732, 2.46211], [2.93571, 1.29404, -1.70978], [2.45670, -3.15490, 0.77364], [-2.47591, -1.16232, -2.99079], [-3.44199, -2.34517, 0.09830], [-2.26857, 2.65654, 0.55824], [4.02723, 0.40092, 0.52932], [0.49270, 2.91535, 0.49209], [-0.21221, 1.69977, -2.91861], [1.40272, 0.67700, 1.27551], [0.11802, -0.87137, -0.10040], [-0.02797, -0.85924, 2.42828], [-0.31510, 1.04045, -1.69194], [1.05118, -0.95000, -2.36296], [0.09256, -0.03656, 1.13280], [0.38056, -0.10098, -1.38831], [2.03570, 1.35151, -2.07661], [0.67998, 3.19236, -0.35669], [3.08386, -2.38710, 0.54522], [-0.46883, 3.10134, 0.79909], [-0.94261, -0.49082, 3.04142], [-2.62249, -2.48283, 3.13075], [-2.41829, 1.61523, 3.77212], [-0.95708, 2.29395, -3.19775], [0.81480, -1.77564, 0.04630], [-3.01387, -1.88187, 1.79724], [-3.05806, 2.73800, 0.12730], [4.20303, 0.45553, -0.41577], [-2.43194, 0.64235, 2.65927], [1.74894, 0.83371, 2.19134], [-0.81598, -1.41032, -0.22834], [0.25587, -1.47307, -2.91249], [1.39648, -0.28006, -3.24340], [-3.83117, -1.55703, -0.18838], [4.82762, 0.26416, 0.92076], [2.18161, 0.27415, 0.69374], [3.47017, 1.96298, -2.26236], [-2.67700, -2.47995, -0.53174], [3.11885, -3.92122, 1.00130], [-1.62484, -1.25385, -3.38115], [0.18411, -1.94498, 2.12153], [-3.08125, -1.27891, -3.63008], [-0.87964, 1.56030, -0.92699], [0.86405, -0.90307, 3.12495], [1.80228, -1.65486, -2.25060], [1.39094, 1.65153, 0.84393], [-2.54014, 2.74919, 1.51390], [-0.64268, 0.75189, 1.19103], [0.03612, 1.09003, -3.67736]],
  "nbo_charge": [-0.95, -0.97, -0.99, -0.96, -0.94, -0.94, -0.96, -0.96, -0.98, -0.84, -0.73, -0.45, -0.66, -0.01, -0.64, -0.07, -0.13, 0.50, 0.49, 0.47, 0.53, 0.28, 0.48, 0.47, 0.39, 0.25, 0.48, 0.48, 0.51, 0.49, 0.42, 0.23, 0.19, 0.19, 0.47, 0.48, 0.46, 0.49, 0.49, 0.49, 0.47, 0.24, 0.47, 0.22, 0.20, 0.25, 0.47, 0.50, 0.22, 0.38]
}

***

# 3
{
  "formula": "C6H33NO10",
  "method": "ωB97M-V/def2-TZVPD",
  "mol_weight_g_mol": 279.33,
  "smiles": "CC(C)C[C@@H](N)CO.O.O.O.O.O.O.O.O.O",
  "gap_ev": 9.4,
  "spin_multiplicity": 1,
  "energy_ev": -28724.6145,
  "homo_energy_ha": -0.3401,
  "elements": ["O", "O", "O", "O", "O", "O", "O", "O", "O", "O", "N", "C", "C", "C", "C", "C", "C", "H", "H", "H", "H", "H", "H", "H", "H", "H", "H", "H", "H", "H", "H", "H", "H", "H", "H", "H", "H", "H", "H", "H", "H", "H", "H", "H", "H", "H", "H", "H", "H", "H"],
  "xyz": [[1.93786, -1.00587, 2.21027], [-2.20641, 0.68762, 1.99863], [-0.52087, -3.69636, 0.46255], [-2.91626, 2.29219, -0.03435], [-3.40327, -0.34345, -1.66906], [-2.33327, -1.66714, 0.61185], [2.15191, -3.46356, 1.03496], [-0.65370, 3.45227, -0.97464], [0.22181, 1.84383, 3.58546], [3.77598, 0.99881, 1.96509], [1.16659, 1.70653, 0.63761], [1.08057, 0.25244, 0.31318], [0.64947, 0.39720, -2.17917], [1.59824, -0.72170, -2.65125], [-0.45088, 0.57348, -3.22963], [0.05633, 0.05339, -0.80987], [0.73335, -0.59752, 1.55413], [2.22124, -1.87516, 1.84529], [2.03883, -0.46270, -3.62211], [1.17984, -3.52465, 0.83975], [0.18720, -0.05654, 2.33639], [-2.95403, -0.50420, -2.50439], [-0.31283, -0.97406, -0.82875], [-2.25088, -0.91310, 1.24534], [-1.12667, 1.36782, -2.91495], [-2.49167, 1.30200, 1.26593], [-3.11185, 1.63628, -0.71059], [0.06968, 3.01648, -0.45808], [2.39293, -0.92710, -1.92092], [-1.38760, 1.11750, 2.28834], [-0.32522, 1.71994, 4.36498], [-4.31893, -0.64386, -1.76463], [-0.39200, 3.45324, -1.89595], [1.00077, 1.29757, 3.74849], [0.15739, -1.48858, 1.30961], [2.07536, -0.07626, 0.00462], [1.23045, 1.31682, -2.07398], [-2.68865, -1.25714, -0.21112], [4.68125, 0.66885, 1.92293], [-2.11808, 2.79702, -0.33513], [3.17402, 0.22407, 2.04517], [2.24498, -4.18050, 1.67380], [2.13820, 1.91203, 0.83570], [-0.03900, 0.86799, -4.20726], [-0.85016, 0.65455, -0.62696], [-0.86291, -4.23446, -0.25283], [0.59962, 1.95143, 1.43515], [-1.13610, -2.92407, 0.53457], [1.07912, -1.66416, -2.79566], [-0.99174, -0.35916, -3.39851]],
  "nbo_charge": [-0.79, -1.00, -1.00, -0.99, -0.96, -1.02, -0.98, -0.99, -0.96, -1.00, -0.90, -0.08, -0.22, -0.61, -0.60, -0.41, -0.08, 0.51, 0.21, 0.51, 0.18, 0.49, 0.21, 0.52, 0.20, 0.51, 0.49, 0.52, 0.21, 0.48, 0.48, 0.49, 0.48, 0.49, 0.18, 0.21, 0.20, 0.50, 0.47, 0.51, 0.50, 0.47, 0.40, 0.21, 0.21, 0.48, 0.38, 0.52, 0.20, 0.18]
}

***

# 4
{
  "formula": "C6H33NO12",
  "method": "ωB97M-V/def2-TZVPD",
  "mol_weight_g_mol": 311.33,
  "gap_ev": 8.3,
  "spin_multiplicity": 1,
  "energy_ev": -32814.1438,
  "homo_energy_ha": -0.3053,
  "elements": ["O", "O", "O", "O", "O", "O", "O", "O", "O", "O", "O", "O", "N", "C", "C", "C", "C", "C", "C", "H", "H", "H", "H", "H", "H", "H", "H", "H", "H", "H", "H", "H", "H", "H", "H", "H", "H", "H", "H", "H", "H", "H", "H", "H", "H", "H", "H", "H", "H", "H", "H", "H"],
  "xyz": [[-3.33978, 1.05480, -0.27389], [-3.94190, -0.44793, 2.08956], [2.06147, -0.50542, 2.22982], [-2.47479, 1.13892, 4.00651], [0.04181, 2.84089, -1.95063], [3.35542, 1.12736, -0.30577], [-0.34907, -0.00918, 0.96885], [3.28334, -3.37032, 1.93384], [-2.34833, 3.55690, -0.85124], [-2.48957, 1.25244, -3.54881], [-1.57524, 2.60761, 2.07915], [3.01347, 2.69030, 2.21331], [2.70991, -2.38286, -1.69185], [1.45726, -0.40978, -2.50251], [2.49700, -3.67411, -1.21491], [1.46416, -1.71439, -1.85359], [1.15843, -3.80614, -1.10128], [-1.02403, -2.50036, -1.35857], [0.42801, -2.57434, -1.48478], [3.62342, -1.79796, -1.61243], [-2.41724, 2.50516, 2.55870], [-3.01542, 2.05775, -3.30795], [-2.82872, 3.80104, -0.19250], [3.72131, 3.20171, 2.71188], [3.58523, 1.94472, -0.46774], [-1.54788, -1.84868, -1.99955], [3.19230, 1.71142, 2.65138], [2.65321, 0.94140, 0.26311], [1.15905, -0.11693, 2.57658], [-0.71395, 2.32590, -2.21732], [-1.00521, 1.86565, 2.23736], [3.34451, -4.38745, -1.03703], [0.11280, -0.07293, 0.16149], [-1.46335, -2.31557, -0.28098], [-3.16602, -0.91971, 2.37001], [-2.91875, 0.78276, -2.76886], [-1.25757, 3.61545, -0.68618], [-4.20442, 1.44353, -0.36303], [-3.27183, 0.93573, 3.42377], [-1.39969, -3.54689, -1.36021], [1.49038, 0.41177, -1.72807], [2.40162, -0.20307, -2.98212], [3.28520, -3.52398, 0.93883], [-2.75920, 1.80882, -0.50579], [0.78676, -4.71899, -0.75720], [2.88659, -2.55515, 2.12827], [-0.99945, 0.53797, 0.92483], [-2.44177, 0.39388, 4.49364], [0.54564, -0.44152, -3.17489], [1.57923, -1.02757, 1.56995], [0.79463, 2.45855, -2.24642], [-3.67900, -0.14116, 1.29534]],
  "nbo_charge": [-1.00, -0.94, -0.97, -0.96, -0.96, -0.95, -0.95, -0.96, -0.99, -0.94, -0.96, -0.96, -0.55, -0.67, -0.10, 0.13, -0.28, -0.64, -0.11, 0.43, 0.49, 0.47, 0.46, 0.47, 0.47, 0.22, 0.49, 0.49, 0.49, 0.49, 0.48, 0.23, 0.48, 0.22, 0.47, 0.47, 0.54, 0.47, 0.49, 0.23, 0.21, 0.24, 0.47, 0.50, 0.21, 0.48, 0.47, 0.46, 0.24, 0.47, 0.48, 0.48]
}